Record 1
{"formula": "C4H8N2O", "method": "ωB97M-V with the def2-TZVPD basis set", "orbital_gap_ev": [7.51, 7.51], "e_homo_ev": [-6.88, -6.88], "lumo_energy_ev": [0.63, 0.63], "energy_ha": -341.82248, "de_lowest_kj_mol": 475.7, "species": ["C", "C", "C", "N", "C", "O", "N", "H", "H", "H", "H", "H", "H", "H", "H"], "positions_angstrom": [[-1.28265, -1.07265, -0.03264], [-0.36699, 0.05986, -0.44288], [-0.58567, 0.85772, -1.48957], [-0.39683, 0.63064, 2.11959], [0.88940, 0.19528, 0.31405], [0.90796, 0.25940, 1.57511], [2.06578, 0.28343, -0.34465], [-2.28077, -0.69656, 0.19826], [-1.35233, -1.79581, -0.85426], [-0.91520, -1.57573, 0.86322], [0.08950, 1.67165, -1.74150], [-1.48850, 0.75800, -2.08610], [-0.30367, 0.15715, 3.02414], [2.10117, -0.03974, -1.29783], [2.91880, 0.30737, 0.19506]], "lowdin_charge": [-0.07, -0.31, 0.07, -0.02, -0.39, -0.08, 0.19, 0.08, 0.08, 0.07, 0.07, 0.07, -0.01, 0.11, 0.12]}



Record 2
{"formula": "C4H8N2O", "method": "ωB97M-V with the def2-TZVPD basis set", "orbital_gap_ev": 9.98, "e_homo_ev": -9.09, "lumo_energy_ev": 0.89, "energy_ha": -341.89100, "smiles": "C[C@H]1CN1C(N)=O", "de_lowest_kj_mol": 295.7, "species": ["C", "C", "C", "C", "N", "N", "O", "H", "H", "H", "H", "H", "H", "H", "H"], "positions_angstrom": [[-1.87651, 0.14626, -0.17727], [0.17609, -1.52237, 0.31639], [0.76091, -0.33047, -0.42271], [2.04147, 0.30268, 0.06143], [-0.38427, -0.23072, 0.56376], [-2.08196, 1.36162, 0.23845], [-2.43370, -0.57141, -0.92605], [-0.52183, -2.04683, -0.32071], [0.71918, -2.03490, 1.11164], [0.75993, -0.24253, -1.44359], [2.85605, -0.41419, -0.10364], [2.10714, 0.56556, 1.17155], [2.11504, 1.37833, -0.49699], [-1.37026, 1.75586, 0.67190], [-2.86728, 1.88310, -0.24418]], "lowdin_charge": [-0.50, -0.14, -0.33, -0.10, -0.01, 0.19, 0.11, 0.10, 0.11, 0.10, 0.06, 0.09, 0.12, 0.04, 0.17]}



Record 3
{"formula": "C4H8N2O", "method": "ωB97M-V with the def2-TZVPD basis set", "orbital_gap_ev": 9.49, "e_homo_ev": -9.42, "lumo_energy_ev": 0.07, "energy_ha": -341.92756, "smiles": "CC(=O)C#N.CN", "de_lowest_kj_mol": 199.8, "species": ["C", "N", "C", "N", "C", "O", "C", "H", "H", "H", "H", "H", "H", "H", "H"], "positions_angstrom": [[0.53154, 2.32620, 0.87973], [0.39386, 1.47068, -0.29232], [-1.40366, -0.67665, -0.01561], [-2.24214, -0.20632, 0.62871], [-0.37292, -1.37571, -0.83271], [-0.06147, -0.96189, -1.91948], [0.13576, -2.64110, -0.20494], [1.54329, 2.22017, 1.28315], [-0.17109, 1.98667, 1.64838], [0.34920, 3.39673, 0.69851], [1.08832, 1.70228, -0.99547], [-0.51086, 1.62665, -0.72728], [-0.68500, -3.36793, -0.18682], [0.96415, -3.03592, -0.79461], [0.44101, -2.46385, 0.83076]], "lowdin_charge": [-0.19, -0.07, -0.16, 0.18, -0.46, 0.10, -0.01, 0.07, 0.06, 0.07, 0.07, 0.06, 0.10, 0.09, 0.09]}



Record 4
{"formula": "C4H8N2O2", "method": "ωB97M-V with the def2-TZVPD basis set", "orbital_gap_ev": 9.87, "e_homo_ev": -9.26, "lumo_energy_ev": 0.61, "energy_ha": -417.21208, "smiles": "CC(C(N)=O)C(N)=O", "de_lowest_kj_mol": 115.2, "species": ["C", "C", "C", "C", "N", "N", "O", "O", "H", "H", "H", "H", "H", "H", "H", "H"], "positions_angstrom": [[0.24200, -0.55929, 0.09637], [-0.61266, -1.58380, 0.82882], [-0.47463, 0.20402, -0.93851], [0.26506, 0.85757, 1.15220], [1.29314, 1.69948, 0.80896], [-0.32202, -0.12263, -2.23727], [-0.96992, 1.29703, -0.57780], [-0.21515, 0.78632, 2.24914], [1.20800, -0.93950, -0.23885], [1.37497, 2.51269, 1.40248], [1.42366, 1.87979, -0.17372], [0.01184, -1.03288, -2.50646], [-0.72289, 0.48136, -2.93724], [-0.17796, -1.79217, 1.80475], [-0.71662, -2.49655, 0.24307], [-1.60682, -1.19145, 1.02406]], "lowdin_charge": [-0.16, -0.07, -0.53, -0.49, 0.14, 0.19, 0.03, 0.07, 0.13, 0.11, 0.10, 0.11, 0.11, 0.08, 0.07, 0.09]}



Record 5
{"formula": "C4H8N2O2", "method": "ωB97M-V with the def2-TZVPD basis set", "orbital_gap_ev": 10.44, "e_homo_ev": -9.71, "lumo_energy_ev": 0.72, "energy_ha": -417.12501, "smiles": "[H]/N=C(\\C)N(C=O)OC", "de_lowest_kj_mol": 343.8, "species": ["C", "C", "C", "C", "H", "H", "H", "H", "H", "H", "H", "H", "N", "N", "O", "O"], "positions_angstrom": [[0.84567, 1.66254, 1.05906], [0.09071, 0.86831, -1.91522], [-0.73860, -0.87207, -0.32109], [-0.10010, -1.69752, 0.77703], [1.74194, 1.71757, 1.69605], [-0.09534, 1.50527, 1.65105], [0.69948, 2.64524, 0.52105], [0.99797, 1.48675, -1.93960], [-0.62081, -2.63993, 0.89653], [-0.09250, -1.22041, 1.75500], [0.93692, -2.02135, 0.53159], [-2.23387, -1.98089, -0.49534], [-0.03028, 0.32494, -0.62658], [-1.88089, -1.07767, -0.84752], [1.06104, 0.61800, 0.12966], [-0.58133, 0.68122, -2.87169]], "lowdin_charge": [-0.07, -0.28, -0.39, -0.02, 0.10, 0.10, 0.10, 0.14, 0.07, 0.08, 0.10, 0.06, -0.07, 0.16, -0.18, 0.09]}



Record 6
{"formula": "C4H8N2O2", "method": "ωB97M-V with the def2-TZVPD basis set", "orbital_gap_ev": 9.22, "e_homo_ev": -8.50, "lumo_energy_ev": 0.72, "energy_ha": -417.10818, "smiles": "C=C(NC)C(=O)NO", "de_lowest_kj_mol": 388.0, "species": ["C", "N", "N", "C", "C", "C", "O", "O", "H", "H", "H", "H", "H", "H", "H", "H"], "positions_angstrom": [[-2.05848, -0.10340, 0.78476], [1.77975, 0.08019, 0.45399], [-1.23379, 0.50754, -0.24448], [1.19701, 0.70208, -0.62176], [-0.13990, -0.17898, -0.72639], [-0.13848, -1.38694, -1.28436], [2.75413, 0.79428, 1.17418], [1.35412, 1.89519, -0.79492], [2.72126, 1.67931, 0.75585], [1.93521, -0.91378, 0.52872], [-1.03397, 1.48149, -0.06590], [-1.55406, -0.14049, 1.76249], [-2.97900, 0.47059, 0.87935], [-2.31828, -1.12023, 0.48872], [-1.05900, -1.90919, -1.48507], [0.77348, -1.85767, -1.60518]], "lowdin_charge": [-0.09, 0.02, -0.04, -0.38, -0.31, 0.04, -0.01, 0.06, 0.10, 0.15, 0.12, 0.08, 0.08, 0.07, 0.06, 0.05]}



Record 7
{"formula": "C4H8N2O2", "method": "ωB97M-V with the def2-TZVPD basis set", "orbital_gap_ev": 8.58, "e_homo_ev": -7.81, "lumo_energy_ev": 0.77, "energy_ha": -417.11639, "smiles": "C/C(O)=C\\N/C=N\\O", "de_lowest_kj_mol": 366.4, "species": ["C", "N", "C", "C", "C", "O", "O", "N", "H", "H", "H", "H", "H", "H", "H", "H"], "positions_angstrom": [[-0.05426, -1.94964, -0.33121], [-0.48613, 0.82122, 0.82321], [0.96255, -1.06391, 0.32801], [-0.32121, 2.11883, 0.39544], [0.70464, 0.12357, 0.89810], [-1.81596, 1.77881, -1.23442], [2.23293, -1.58748, 0.45432], [-0.86174, 2.64497, -0.66534], [-2.31092, 2.34912, -1.85064], [2.29117, -2.39991, -0.07508], [-1.18967, 0.36899, 0.24604], [0.31856, 2.74259, 1.04092], [1.48120, 0.61947, 1.48005], [0.04363, -1.88338, -1.41895], [-1.08144, -1.69043, -0.05882], [0.08666, -2.99282, -0.03162]], "lowdin_charge": [-0.03, 0.00, -0.37, -0.21, -0.11, -0.10, 0.01, -0.01, 0.10, 0.10, 0.10, 0.13, 0.13, 0.09, 0.08, 0.09]}



Record 8
{"formula": "C4H8N2O2", "method": "ωB97M-V with the def2-TZVPD basis set", "orbital_gap_ev": 9.00, "e_homo_ev": -8.52, "lumo_energy_ev": 0.48, "energy_ha": -417.05957, "de_lowest_kj_mol": 515.6, "species": ["C", "C", "C", "C", "H", "H", "H", "H", "H", "H", "H", "H", "N", "N", "O", "O"], "positions_angstrom": [[-0.16785, -1.22981, -0.01101], [-0.10283, -0.38152, 0.96171], [0.09853, 1.03999, 0.71587], [0.63895, 1.80247, -0.41562], [0.20172, -0.15902, -1.98976], [-0.65999, -2.00936, -1.79831], [-0.66544, -2.53684, 1.44740], [-0.42842, -3.29857, -0.11959], [-0.07366, -0.89153, 2.01861], [0.01692, 1.49785, -1.29004], [1.62113, 1.45176, -0.90265], [-0.31094, 3.39997, 0.68788], [-0.11555, -1.06445, -1.44730], [-0.61560, -2.49087, 0.51469], [-0.02263, 1.69748, 1.77951], [0.58565, 3.17247, -0.15140]], "lowdin_charge": [-0.42, -0.05, -0.37, -0.29, 0.13, 0.16, 0.02, 0.11, 0.16, 0.09, 0.16, 0.28, 0.07, 0.09, 0.00, -0.14]}



Record 9
{"formula": "C4H8N2O2", "method": "ωB97M-V with the def2-TZVPD basis set", "orbital_gap_ev": 8.97, "e_homo_ev": -8.19, "lumo_energy_ev": 0.79, "energy_ha": -417.05145, "smiles": "OC(O)=C1CN1.C=N", "de_lowest_kj_mol": 536.9, "species": ["C", "C", "C", "C", "N", "N", "O", "O", "H", "H", "H", "H", "H", "H", "H", "H"], "positions_angstrom": [[-1.31909, 0.25283, -0.04336], [0.17058, -1.67145, 1.06755], [-0.52780, -0.74575, 0.20110], [1.17591, 1.48158, -0.32568], [1.99564, 0.66353, -0.81597], [0.11436, -1.84889, -0.33703], [-1.88747, 0.50511, -1.28847], [-1.87481, 1.02235, 0.97671], [1.08001, -1.07254, 1.25171], [-0.25475, -2.25680, 1.87455], [0.23973, 1.65370, -0.80150], [1.15265, 1.72364, 0.79534], [2.81525, 0.34612, -0.32476], [-2.42393, 1.55735, 0.48743], [0.97804, -1.54225, -0.80077], [-1.43432, -0.06851, -1.91683]], "lowdin_charge": [-0.40, -0.10, -0.28, -0.13, 0.02, 0.06, 0.07, 0.10, 0.11, 0.11, 0.04, 0.11, 0.04, 0.06, 0.09, 0.12]}



Record 10
{"formula": "C4H8N2O2", "method": "ωB97M-V with the def2-TZVPD basis set", "orbital_gap_ev": 10.26, "e_homo_ev": -9.54, "lumo_energy_ev": 0.72, "energy_ha": -417.16687, "smiles": "N[C@@H]1C[C@@]1(N)C(=O)O", "de_lowest_kj_mol": 233.9, "species": ["C", "C", "C", "C", "N", "N", "O", "O", "H", "H", "H", "H", "H", "H", "H", "H"], "positions_angstrom": [[2.35209, -0.21488, -0.17085], [0.11308, -1.02926, 0.95319], [-0.21562, -0.84486, -0.49068], [0.88032, 0.01091, 0.10551], [0.66586, 1.39311, 0.17489], [-1.42759, -0.19183, -0.87004], [3.09655, 0.85580, -0.41648], [2.81576, -1.30060, 0.02328], [-0.48790, -0.58912, 1.79824], [0.37670, -2.01405, 1.39443], [0.13538, -1.61711, -1.17290], [2.44908, 1.65779, -0.55195], [0.82590, 1.82462, 1.09467], [-2.35487, -0.67274, -0.86408], [-1.21738, 0.02818, -1.87426], [-0.28258, 1.36860, -0.03476]], "lowdin_charge": [-0.50, -0.02, -0.32, -0.39, 0.09, 0.03, 0.09, 0.11, 0.12, 0.12, 0.15, 0.15, 0.13, 0.11, 0.11, 0.04]}



Record 11
{"formula": "C4H8N2O2", "method": "ωB97M-V with the def2-TZVPD basis set", "orbital_gap_ev": 8.68, "e_homo_ev": -8.29, "lumo_energy_ev": 0.39, "energy_ha": -417.03801, "de_lowest_kj_mol": 572.2, "species": ["C", "C", "C", "N", "C", "O", "O", "N", "H", "H", "H", "H", "H", "H", "H", "H"], "positions_angstrom": [[-1.76565, -0.13866, -0.33619], [-0.58252, -1.01165, -0.00499], [2.81300, 0.58359, -0.07622], [-1.98954, 0.98008, 0.35040], [0.66122, -0.23105, 0.33600], [-2.55948, -0.37234, -1.31458], [-2.89551, -1.78236, -0.94662], [1.63354, -0.16068, -0.46018], [-2.77615, 1.55708, 0.09442], [-1.36346, 1.30817, 1.06773], [-0.86415, -1.65691, 0.83183], [-0.41239, -1.65564, -0.86514], [0.68611, 0.26255, 1.32395], [3.00654, 1.34700, -0.83261], [2.73741, 1.06275, 0.91107], [3.67103, -0.09193, -0.07885]], "lowdin_charge": [-0.40, -0.08, -0.13, 0.24, -0.20, -0.07, -0.21, 0.00, 0.14, 0.11, 0.13, 0.13, 0.12, 0.08, 0.07, 0.08]}



Record 12
{"formula": "C4H8N2O2", "method": "ωB97M-V with the def2-TZVPD basis set", "orbital_gap_ev": 10.29, "e_homo_ev": -9.52, "lumo_energy_ev": 0.76, "energy_ha": -417.18644, "smiles": "CN/C(=N\\C=O)OC", "de_lowest_kj_mol": 182.5, "species": ["C", "C", "C", "C", "H", "H", "H", "H", "H", "H", "H", "H", "N", "N", "O", "O"], "positions_angstrom": [[1.80133, 1.44995, 0.08525], [-0.40088, 0.25620, -0.01117], [-2.53504, -0.69138, -0.12295], [1.16426, -1.60302, 0.21747], [1.99314, 1.64040, 1.14612], [2.16093, 2.31599, -0.50694], [2.31331, 0.57848, -0.24718], [-0.13344, 2.18817, -0.47426], [-2.22862, -1.27469, 0.76985], [-3.61439, -0.41247, -0.17320], [-2.44434, -1.36180, -0.95505], [1.32085, -2.38958, 1.00698], [0.33402, 1.37098, -0.13845], [-0.04395, -0.97549, 0.31576], [-1.72685, 0.47886, -0.24620], [2.03968, -1.57059, -0.66602]], "lowdin_charge": [-0.03, -0.39, -0.08, -0.36, 0.09, 0.10, 0.04, 0.14, 0.09, 0.10, 0.08, 0.12, 0.06, 0.12, -0.04, -0.03]}



Record 13
{"formula": "C4H8N2O2", "method": "ωB97M-V with the def2-TZVPD basis set", "orbital_gap_ev": 10.36, "e_homo_ev": -9.55, "lumo_energy_ev": 0.81, "energy_ha": -417.19928, "smiles": "C/N=C/[C@H](N)C(=O)O", "de_lowest_kj_mol": 148.8, "species": ["C", "C", "C", "N", "C", "O", "N", "O", "H", "H", "H", "H", "H", "H", "H", "H"], "positions_angstrom": [[-0.77785, -0.94065, -0.24934], [0.58125, 2.46756, 0.33374], [0.45329, -1.56685, -1.11452], [-0.67041, -1.37318, 1.12365], [-0.37638, 0.47860, -0.45959], [1.20214, -2.35315, -0.35765], [0.17551, 1.10757, 0.50306], [0.53439, -1.50272, -2.30785], [0.88689, -2.21166, 0.58024], [-1.71859, -1.17697, -0.75438], [-1.56162, -1.67921, 1.51605], [-0.29440, -0.60009, 1.67852], [-0.50885, 0.87013, -1.46857], [0.58291, 2.80555, -0.70990], [-0.09091, 3.10058, 0.92402], [1.58262, 2.57449, 0.76252]], "lowdin_charge": [-0.25, -0.13, -0.50, 0.04, -0.14, 0.11, -0.03, 0.11, 0.10, 0.15, 0.10, 0.08, 0.13, 0.08, 0.08, 0.08]}



Record 14
{"formula": "C4H8N2O2S", "method": "ωB97M-V with the def2-TZVPD basis set", "orbital_gap_ev": [7.07, 8.36], "e_homo_ev": [-7.50, -8.45], "lumo_energy_ev": [-0.43, -0.09], "energy_ha": -815.19874, "de_lowest_kj_mol": 546.8, "species": ["C", "C", "C", "C", "N", "N", "O", "O", "S", "H", "H", "H", "H", "H", "H", "H", "H"], "positions_angstrom": [[-1.53830, 0.54640, -2.25894], [-1.23259, 0.76112, -1.12180], [1.60045, 1.09281, -0.23971], [-0.79178, 0.97434, 0.24252], [0.10716, -2.34806, 0.32910], [0.53358, 0.37805, 0.42657], [-1.39542, -2.00079, 2.28581], [0.81165, 0.06508, 1.69475], [0.00790, -2.12539, 1.98464], [-1.83940, 0.38506, -3.25123], [2.53119, 0.54662, -0.08953], [1.36933, 1.16071, -1.30174], [1.72347, 2.10575, 0.17088], [-1.47469, 0.47540, 0.93900], [-0.78957, 2.05176, 0.46997], [1.01283, -2.14393, -0.06584], [-0.63580, -1.92494, -0.21444]], "lowdin_charge": [0.13, -0.13, -0.06, -0.19, -0.21, -0.36, -0.51, -0.24, 0.94, 0.02, 0.09, 0.08, 0.09, 0.12, 0.13, 0.05, 0.05]}



Record 15
{"formula": "C4H8N2O2S", "method": "ωB97M-V with the def2-TZVPD basis set", "orbital_gap_ev": 8.37, "e_homo_ev": -7.63, "lumo_energy_ev": 0.74, "energy_ha": -815.32945, "de_lowest_kj_mol": 203.6, "species": ["C", "C", "C", "C", "N", "N", "O", "O", "S", "H", "H", "H", "H", "H", "H", "H", "H"], "positions_angstrom": [[3.69130, -0.17006, 0.63278], [-0.55681, -0.05212, 1.30968], [-0.00702, 1.36698, 1.13756], [1.65508, 0.44641, -0.71034], [1.80742, -0.01362, -1.90888], [0.11640, -0.95059, 0.43890], [3.10426, -0.74443, 1.49596], [4.34515, 0.26857, -0.23034], [0.47268, 1.75318, -0.61028], [-0.28453, -0.25922, 2.45809], [-1.63043, -0.14911, 1.10544], [-0.62797, 2.19852, 1.54471], [0.97700, 1.38499, 1.47079], [2.80574, -0.42507, -2.07746], [1.29437, 0.30713, -2.70527], [0.97344, -1.28764, 0.82364], [-0.36181, -1.82796, 0.15157]], "lowdin_charge": [-0.44, -0.33, -0.45, -0.55, -0.02, -0.05, 0.13, 0.16, 0.84, 0.15, 0.11, 0.09, 0.01, 0.15, 0.07, 0.04, 0.11]}